Record 1
Density functional theory data (the ωB97M-V functional and the def2-TZVPD basis) for C31H27BrF5N4O3SW as an isolated structure.

## Properties
energy relative to the best compared isomer or geometry (same formula, charge and spin)	0.000	eV
lowest unoccupied orbital energy (alpha / beta)	-10.07 / -10.07	eV
total charge	+3

CARTESIAN COORDINATES (ANGSTROEM)
W: 11.549 12.961 11.782
C: 11.195 13.104 15.031
O: 11.922 12.462 13.933
C: 13.180 11.925 14.237
C: 13.712 11.601 15.523
C: 15.009 11.097 15.576
Br: 15.760 10.845 17.295
C: 15.802 10.940 14.400
C: 15.227 11.299 13.146
C: 13.956 11.850 13.042
O: 13.251 12.121 11.899
C: 16.181 11.001 12.020
N: 16.013 10.372 10.853
C: 17.211 9.985 10.286
C: 17.576 9.361 9.082
C: 18.898 9.402 8.689
C: 19.787 9.976 9.624
C: 19.506 10.457 10.870
C: 18.191 10.493 11.166
N: 17.468 11.144 12.194
H: 10.139 13.155 14.754
H: 11.537 14.096 15.082
H: 11.292 12.588 15.981
H: 13.080 11.725 16.415
H: 16.787 10.524 14.460
H: 14.983 10.298 10.302
H: 16.587 9.207 8.493
H: 19.451 9.050 7.884
H: 20.815 9.986 9.440
H: 20.274 10.892 11.513
H: 17.924 11.589 12.937
C: 10.586 11.279 7.459
N: 11.371 12.526 7.598
C: 11.954 13.289 6.419
C: 11.706 12.986 8.718
O: 11.635 12.372 9.868
H: 10.990 10.429 7.971
H: 10.710 11.082 6.413
H: 9.511 11.457 7.598
H: 12.419 12.513 5.820
H: 12.706 13.985 6.825
H: 11.085 13.754 5.891
H: 12.028 13.995 8.776
F: 9.511 6.696 13.880
C: 9.683 7.933 13.645
C: 8.865 8.868 14.329
F: 8.005 8.463 15.212
C: 8.734 10.194 13.859
F: 7.784 10.927 14.360
C: 9.594 10.654 12.885
S: 9.388 12.351 12.302
C: 10.606 9.741 12.426
F: 11.514 10.124 11.440
C: 10.609 8.427 12.740
F: 11.367 7.599 12.098
C: 13.194 16.134 13.195
C: 12.296 16.762 12.136
C: 12.226 18.159 11.968
C: 11.421 18.649 11.004
C: 10.448 17.844 10.374
C: 10.413 16.483 10.566
C: 9.492 15.412 9.909
C: 11.409 16.037 11.422
N: 11.485 14.665 11.589
H: 12.729 16.230 14.162
H: 14.206 16.654 13.200
H: 13.235 15.063 13.087
H: 12.959 18.781 12.525
H: 11.478 19.674 10.631
H: 9.776 18.292 9.721
H: 10.025 14.879 9.110
H: 8.636 15.854 9.469
H: 9.070 14.670 10.593

Record 2
Density functional theory data (the ωB97M-V functional and the def2-TZVPD basis) for C31H27Cl2FIrN3O4S2 as an isolated structure.

## Properties
energy relative to the best compared isomer or geometry (same formula, charge and spin)	0.000	eV
⟨S²⟩	6.041
lowest unoccupied orbital energy (alpha / beta)	-0.46 / -2.28	eV
spin multiplicity	5

CARTESIAN COORDINATES (ANGSTROEM)
Ir: -0.682 0.540 0.799
C: -4.655 2.319 1.348
C: -3.614 1.314 1.051
N: -2.223 1.499 1.495
N: -2.170 2.513 2.324
C: -0.943 2.902 2.637
S: 0.475 2.076 1.993
S: -0.833 4.453 3.450
C: -1.752 5.537 2.316
C: -0.903 5.695 1.079
C: -0.026 6.802 1.011
C: 0.881 6.939 -0.025
C: 0.869 5.973 -0.984
C: 0.068 4.853 -0.920
C: -0.814 4.689 0.123
C: -3.900 0.120 0.306
C: -5.258 -0.303 0.321
C: -5.697 -1.454 -0.177
C: -4.783 -2.268 -0.896
C: -3.501 -1.875 -1.034
C: -2.975 -0.699 -0.397
O: -1.686 -0.465 -0.555
H: -4.165 3.284 1.260
H: -5.133 2.347 2.331
H: -5.349 2.326 0.500
H: -1.693 6.476 2.816
H: -2.809 5.369 2.122
H: -0.025 7.534 1.819
H: 1.605 7.719 -0.043
H: 1.516 6.105 -1.858
H: 0.112 4.144 -1.714
H: -1.444 3.786 0.177
H: -5.978 0.315 0.824
H: -6.735 -1.810 -0.181
H: -5.056 -3.252 -1.195
H: -2.782 -2.479 -1.584
C: 2.627 -6.159 0.162
C: 3.470 -5.145 0.950
C: 4.933 -5.189 0.519
C: 5.019 -4.872 -1.002
C: 4.253 -3.584 -1.318
C: 4.502 -2.817 -2.426
C: 3.838 -1.657 -2.630
F: 3.999 -1.055 -3.842
C: 2.910 -1.124 -1.785
C: 2.656 -1.881 -0.623
C: 1.584 -1.376 0.273
O: 0.998 -0.288 -0.005
C: 1.321 -2.166 1.370
C: 1.988 -3.361 1.561
N: 2.910 -3.830 0.740
C: 3.291 -3.079 -0.382
C: 0.273 -1.915 2.422
O: 0.325 -2.672 3.390
O: -0.660 -1.026 2.291
H: 3.087 -7.137 0.157
H: 2.471 -5.784 -0.848
H: 1.613 -6.195 0.589
H: 3.443 -5.333 1.994
H: 5.283 -6.155 0.769
H: 5.537 -4.473 1.092
H: 4.602 -5.685 -1.602
H: 6.076 -4.881 -1.328
H: 5.265 -3.094 -3.150
H: 2.355 -0.215 -2.004
H: 1.769 -3.987 2.428
Cl: -3.329 1.706 -3.776
C: -1.969 2.770 -3.690
Cl: -0.442 1.904 -3.372
H: -2.087 3.449 -2.822
H: -1.855 3.279 -4.641

Record 3
Density functional theory data (the ωB97M-V functional and the def2-TZVPD basis) for C31H27MoN2O5P as an isolated structure.

## Properties
lowest unoccupied orbital energy (alpha / beta)	-13.64 / -13.61	eV
total charge	+4

CARTESIAN COORDINATES (ANGSTROEM)
Mo: -0.121 0.128 -0.408
C: -4.401 -2.078 -0.305
C: -2.990 -1.498 -0.198
C: -3.071 0.025 -0.134
C: -2.113 -1.901 -1.379
C: -2.153 -3.375 -1.759
O: -0.756 -3.695 -2.025
C: 0.041 -2.767 -1.636
N: -0.605 -1.677 -1.108
C: 1.451 -2.998 -1.821
C: 1.800 -4.224 -2.412
C: 3.124 -4.540 -2.665
C: 4.118 -3.638 -2.333
C: 3.792 -2.413 -1.742
C: 2.476 -2.082 -1.483
P: 2.205 -0.421 -0.828
C: 3.423 -0.043 0.408
C: 3.970 -1.055 1.205
C: 4.937 -0.729 2.142
C: 5.348 0.593 2.290
C: 4.785 1.602 1.516
C: 3.814 1.292 0.576
C: 2.220 0.727 -2.199
C: 3.317 1.344 -2.785
C: 3.106 2.231 -3.836
C: 1.820 2.506 -4.293
C: 0.708 1.904 -3.713
C: 0.936 1.020 -2.677
H: -5.035 -1.671 0.483
H: -4.412 -3.162 -0.194
H: -4.862 -1.820 -1.262
H: -2.509 -1.889 0.705
H: -3.689 0.427 -0.937
H: -2.089 0.521 -0.299
H: -3.443 0.396 0.820
H: -2.373 -1.285 -2.241
H: -2.710 -3.579 -2.667
H: -2.490 -4.035 -0.964
H: 1.029 -4.932 -2.679
H: 3.372 -5.488 -3.123
H: 5.156 -3.876 -2.527
H: 4.588 -1.723 -1.488
H: 3.669 -2.089 1.079
H: 5.388 -1.507 2.744
H: 6.120 0.837 3.009
H: 5.118 2.625 1.630
H: 3.392 2.077 -0.041
H: 4.322 1.142 -2.438
H: 3.954 2.717 -4.301
H: 1.677 3.196 -5.114
H: -0.288 2.115 -4.077
H: 0.033 0.509 -2.282
O: -0.696 0.994 5.895
C: -0.713 1.983 6.613
O: -0.739 2.833 7.341
C: -0.520 0.799 4.469
C: -0.685 -0.494 4.061
C: -0.538 -0.735 2.700
N: -0.260 0.236 1.821
C: -0.083 1.482 2.296
C: -0.200 1.832 3.624
C: 0.281 2.506 1.250
O: 0.605 3.613 1.420
O: 0.204 1.850 0.013
H: -0.921 -1.300 4.746
H: -0.644 -1.743 2.323
H: -0.036 2.865 3.917